Computed, not measured: 12 unconnected molecules or ions with the total composition C48H96O20 at a distorted geometry, with ωB97M-V with the def2-TZVPD basis set.

Calculated values
Relative energy (zero: lowest compared OMol25 entry of this formula, charge and spin) ... 0.354 eV
Gap between HOMO and LUMO ... 8.877 eV
HOMO energy ... -8.5 eV
SMILES ... CCOC(=O)OC.CCOC(=O)OC.CCOC(=O)OC.CCOC(=O)OC.C1CCOC1.C1CCOC1.C1CCOC1.C1CCOC1.C1CCOC1.C1CCOC1.C1CCOC1.C1CCOC1
DFT total energy ... -3391.1693 a.u.

```
164
C48H96O20 | the OMol25 dataset | ωB97M-V with the def2-TZVPD basis set
C -0.14 11.14 -14.95
C -1.19 11.79 -15.82
O -1.97 10.74 -16.43
C -2.86 11.09 -17.36
O -3.16 12.20 -17.70
O -3.36 9.94 -17.83
C -4.18 9.99 -19.01
H 0.58 11.87 -14.57
H 0.40 10.40 -15.54
H -0.59 10.60 -14.12
H -0.74 12.44 -16.56
H -1.88 12.36 -15.20
H -5.02 10.67 -18.91
H -4.57 8.99 -19.16
H -3.52 10.31 -19.82
C 4.85 14.03 -10.24
C 5.16 13.55 -11.64
O 4.04 13.78 -12.48
C 3.74 13.03 -13.54
O 2.98 13.42 -14.39
O 4.47 11.91 -13.56
C 4.21 11.02 -14.65
H 4.76 15.11 -10.22
H 5.62 13.74 -9.52
H 3.97 13.48 -9.88
H 5.44 12.50 -11.59
H 6.04 14.07 -12.02
H 3.22 10.57 -14.64
H 5.02 10.32 -14.79
H 4.23 11.60 -15.58
C -1.41 9.82 -22.09
C -0.26 10.80 -22.02
O 0.82 10.26 -22.78
C 1.98 10.90 -22.94
O 2.82 10.51 -23.69
O 2.09 11.95 -22.12
C 3.27 12.74 -22.30
H -2.30 10.25 -21.62
H -1.21 8.93 -21.50
H -1.71 9.53 -23.10
H -0.01 10.91 -20.97
H -0.58 11.73 -22.49
H 3.42 13.34 -21.43
H 3.23 13.31 -23.22
H 4.13 12.07 -22.33
C 1.49 5.07 -18.42
C 2.39 6.23 -18.05
O 1.66 7.45 -18.05
C 2.23 8.49 -17.44
O 3.18 8.49 -16.71
O 1.67 9.66 -17.77
C 0.53 9.73 -18.61
H 0.74 4.81 -17.66
H 2.10 4.21 -18.67
H 0.85 5.29 -19.28
H 3.24 6.21 -18.74
H 2.79 6.06 -17.05
H 0.70 9.37 -19.63
H 0.23 10.78 -18.62
H -0.29 9.17 -18.17
C -1.71 14.90 -12.90
C -0.46 14.42 -12.17
C 0.55 15.49 -12.66
O -0.20 16.57 -13.22
C -1.57 16.42 -12.85
H -2.66 14.51 -12.51
H -1.59 14.58 -13.93
H -0.22 13.44 -12.57
H -0.54 14.39 -11.08
H 1.24 15.13 -13.42
H 1.13 15.82 -11.79
H -2.20 16.88 -13.60
H -1.76 16.88 -11.87
C -1.40 7.81 -15.42
C -2.50 7.54 -14.41
C -3.34 6.46 -15.06
O -2.37 5.61 -15.67
C -1.26 6.42 -16.10
H -0.47 8.09 -14.92
H -1.68 8.58 -16.14
H -3.13 8.35 -14.05
H -2.11 7.06 -13.50
H -3.96 6.90 -15.86
H -3.94 5.89 -14.35
H -1.41 6.46 -17.18
H -0.34 5.93 -15.79
C -7.07 13.32 -14.61
C -6.31 13.40 -15.92
C -4.97 13.96 -15.46
O -4.74 13.37 -14.19
C -6.00 13.35 -13.51
H -7.74 12.45 -14.54
H -7.78 14.14 -14.48
H -6.71 14.10 -16.66
H -6.12 12.43 -16.37
H -4.92 15.06 -15.38
H -4.16 13.73 -16.16
H -6.09 14.27 -12.93
H -6.08 12.48 -12.86
C 3.68 15.29 -18.78
C 2.96 15.08 -17.43
C 2.26 13.74 -17.70
O 2.07 13.67 -19.13
C 2.56 14.86 -19.71
H 4.58 14.70 -18.94
H 4.01 16.32 -18.96
H 2.33 15.93 -17.20
H 3.75 15.03 -16.68
H 1.32 13.66 -17.16
H 2.95 12.93 -17.47
H 1.76 15.61 -19.80
H 2.96 14.70 -20.71
C -4.99 10.40 -23.30
C -5.54 9.00 -23.00
C -6.60 8.87 -24.11
O -7.11 10.19 -24.31
C -6.22 11.16 -23.79
H -4.22 10.36 -24.07
H -4.60 10.86 -22.39
H -6.06 9.08 -22.04
H -4.83 8.18 -22.98
H -7.35 8.12 -23.86
H -6.19 8.58 -25.08
H -6.78 11.68 -23.01
H -5.90 11.89 -24.54
C -2.66 16.58 -16.11
C -1.76 15.51 -16.75
C -0.39 15.76 -16.08
O -0.41 17.09 -15.58
C -1.67 17.70 -15.85
H -3.01 16.23 -15.14
H -3.41 16.84 -16.85
H -1.70 15.62 -17.83
H -2.11 14.52 -16.47
H 0.42 15.59 -16.79
H -0.36 15.13 -15.19
H -1.54 18.27 -16.78
H -1.93 18.44 -15.10
C -3.55 6.09 -19.35
C -2.71 6.90 -20.33
C -2.32 5.82 -21.32
O -1.90 4.77 -20.43
C -2.74 4.78 -19.27
H -4.58 5.98 -19.70
H -3.59 6.55 -18.36
H -1.79 7.25 -19.87
H -3.27 7.71 -20.81
H -1.43 6.05 -21.92
H -3.07 5.54 -22.06
H -2.12 4.79 -18.38
H -3.40 3.91 -19.24
C -3.96 11.48 -10.16
C -4.22 10.47 -11.27
C -2.97 10.51 -12.16
O -2.19 11.61 -11.68
C -2.48 11.82 -10.30
H -4.16 11.10 -9.15
H -4.60 12.35 -10.29
H -5.07 10.80 -11.87
H -4.48 9.49 -10.86
H -3.15 10.68 -13.22
H -2.34 9.64 -11.97
H -2.26 12.85 -10.04
H -1.81 11.16 -9.74
```

---

Computed, not measured: 12 unconnected molecules or ions with the total composition C48H96O26 at a distorted geometry, with ωB97M-V with the def2-TZVPD basis set.

Calculated values
Relative energy (zero: lowest compared OMol25 entry of this formula, charge and spin) ... 0.144 eV
Gap between HOMO and LUMO ... 9.878 eV
HOMO energy ... -9.4 eV
SMILES ... CCOC(=O)OC.CCOC(=O)OC.CCOC(=O)OC.CCOC(=O)OC.CCOC(=O)OC.CCOC(=O)OC.CCOC(=O)OC.C1CCOC1.C1CCOC1.C1CCOC1.C1CCOC1.C1CCOC1
DFT total energy ... -3842.6277 a.u.

```
170
C48H96O26 | the OMol25 dataset | ωB97M-V with the def2-TZVPD basis set
C -12.77 -7.93 -23.71
C -14.09 -7.33 -23.34
O -13.88 -6.27 -22.48
C -13.73 -4.91 -22.78
O -13.73 -4.48 -23.94
O -13.72 -4.24 -21.61
C -13.38 -2.88 -21.68
H -11.97 -7.74 -22.99
H -12.48 -7.48 -24.66
H -12.92 -8.99 -23.89
H -14.70 -8.03 -22.78
H -14.76 -7.07 -24.16
H -12.40 -2.67 -22.11
H -13.26 -2.52 -20.65
H -14.07 -2.20 -22.17
C -15.31 -1.41 -25.40
C -14.81 0.03 -25.91
O -13.57 -0.15 -26.62
C -12.40 -0.14 -26.04
O -11.29 -0.36 -26.60
O -12.52 0.11 -24.72
C -11.30 0.22 -24.02
H -16.15 -1.31 -24.71
H -14.47 -1.89 -24.91
H -15.64 -1.94 -26.30
H -14.79 0.72 -25.06
H -15.48 0.45 -26.66
H -10.67 0.89 -24.61
H -10.86 -0.76 -23.85
H -11.44 0.62 -23.01
C -21.30 9.04 -23.31
C -21.57 9.23 -21.81
O -20.80 8.24 -21.21
C -20.78 8.17 -19.87
O -21.44 8.83 -19.08
O -19.99 7.13 -19.56
C -19.78 6.75 -18.23
H -21.60 8.04 -23.64
H -20.22 9.02 -23.50
H -21.87 9.70 -23.97
H -22.62 9.03 -21.57
H -21.24 10.24 -21.60
H -19.23 7.40 -17.54
H -19.11 5.89 -18.26
H -20.71 6.34 -17.83
C -13.43 0.02 -17.58
C -13.05 1.47 -17.51
O -13.70 2.16 -16.45
C -13.34 2.07 -15.20
O -12.47 1.44 -14.69
O -14.22 2.79 -14.43
C -13.89 3.01 -13.02
H -13.04 -0.49 -16.70
H -12.80 -0.45 -18.33
H -14.47 -0.26 -17.73
H -13.26 1.95 -18.46
H -11.96 1.54 -17.43
H -13.20 3.85 -13.03
H -13.47 2.08 -12.62
H -14.84 3.27 -12.55
C -14.93 0.69 -22.37
C -14.61 0.88 -20.81
O -15.26 2.04 -20.37
C -16.52 2.05 -20.12
O -17.32 1.09 -20.34
O -16.92 3.17 -19.61
C -18.33 3.47 -19.54
H -14.39 -0.21 -22.68
H -14.67 1.60 -22.92
H -16.00 0.51 -22.44
H -13.55 1.03 -20.61
H -14.75 -0.06 -20.28
H -18.81 3.42 -20.51
H -18.34 4.53 -19.26
H -18.81 2.87 -18.77
C -17.43 1.04 -15.60
C -18.97 0.89 -15.77
O -19.43 2.04 -16.39
C -20.78 2.31 -16.58
O -21.68 1.53 -16.29
O -20.94 3.62 -17.04
C -22.28 4.05 -17.15
H -17.07 0.16 -15.07
H -17.19 1.83 -14.89
H -16.91 1.22 -16.55
H -19.43 0.80 -14.79
H -19.18 0.04 -16.42
H -22.80 3.62 -18.01
H -22.20 5.11 -17.39
H -22.96 3.86 -16.32
C -20.54 -0.44 -21.37
C -21.08 0.82 -20.72
O -21.02 1.85 -21.74
C -21.39 3.12 -21.55
O -21.65 3.59 -20.42
O -21.47 3.69 -22.73
C -21.77 5.09 -22.77
H -20.55 -1.34 -20.76
H -19.55 -0.25 -21.80
H -21.23 -0.59 -22.20
H -20.46 1.01 -19.85
H -22.12 0.77 -20.43
H -20.98 5.75 -22.41
H -22.66 5.27 -22.17
H -22.21 5.29 -23.75
C -14.61 7.21 -18.36
C -14.75 5.71 -18.48
C -15.68 5.24 -17.36
O -15.96 6.47 -16.64
C -14.98 7.46 -16.88
H -15.40 7.68 -18.95
H -13.66 7.71 -18.53
H -13.80 5.21 -18.29
H -15.01 5.25 -19.44
H -15.28 4.57 -16.60
H -16.68 4.94 -17.70
H -14.13 7.27 -16.23
H -15.35 8.48 -16.79
C -17.82 4.95 -23.31
C -18.14 6.03 -22.20
C -16.81 6.34 -21.64
O -15.88 5.75 -22.50
C -16.36 4.60 -23.15
H -18.12 5.29 -24.30
H -18.45 4.09 -23.13
H -18.83 5.56 -21.48
H -18.65 6.91 -22.59
H -16.65 6.00 -20.62
H -16.71 7.42 -21.79
H -16.18 3.73 -22.52
H -15.80 4.52 -24.09
C -12.35 5.82 -22.77
C -11.61 5.23 -23.94
C -12.36 3.93 -24.08
O -12.61 3.52 -22.79
C -12.62 4.60 -21.85
H -13.27 6.22 -23.19
H -11.86 6.68 -22.30
H -10.55 5.14 -23.73
H -11.73 5.88 -24.80
H -11.81 3.12 -24.58
H -13.27 4.15 -24.66
H -11.83 4.48 -21.10
H -13.60 4.63 -21.38
C -16.02 -4.26 -17.98
C -16.88 -3.83 -19.11
C -16.46 -2.34 -19.23
O -15.05 -2.46 -18.97
C -14.67 -3.68 -18.35
H -16.05 -5.34 -17.88
H -16.37 -3.79 -17.06
H -17.97 -3.92 -19.05
H -16.63 -4.34 -20.03
H -16.80 -1.65 -18.45
H -16.70 -1.92 -20.21
H -13.90 -3.65 -17.57
H -14.20 -4.44 -18.96
C -19.76 2.31 -25.27
C -18.65 1.69 -24.40
C -18.75 0.25 -24.73
O -20.12 0.02 -25.00
C -20.79 1.21 -25.36
H -19.34 2.48 -26.26
H -20.19 3.21 -24.83
H -18.81 1.87 -23.33
H -17.64 2.08 -24.57
H -18.40 -0.25 -23.83
H -18.13 -0.04 -25.57
H -21.66 1.43 -24.76
H -21.10 1.11 -26.40
```